Entry 1:
C4H8O2 | ωB97M-V/def2-TZVPD

XYZ file:
```
14
Properties=species:S:1:pos:R:3:forces:R:3
C -1.407695 0.146154 -0.972125 0.0 -0.1 0.1
C 0.061462 0.361792 -0.677621 -0.2 -0.3 -0.4
O 0.285940 1.711393 -0.381508 0.1 0.0 0.1
C 1.038379 1.103869 0.616509 0.3 0.3 0.2
C 0.239681 -0.726232 0.782132 -0.4 -0.2 0.0
O 1.379562 -1.158225 1.448870 0.1 0.1 0.0
H -2.024984 0.403179 -0.108048 0.1 0.0 -0.1
H -1.605071 -0.888341 -1.267147 0.0 0.1 0.1
H -1.698969 0.804395 -1.797699 0.1 -0.1 0.1
H 0.743662 -0.000192 -1.453201 -0.1 0.0 0.2
H 1.986253 0.757210 0.130241 -0.1 0.1 0.1
H -0.033036 -1.596505 0.174697 0.0 0.1 0.0
H -0.591974 -0.474001 1.445447 0.1 0.0 -0.2
H 1.626791 -0.444497 2.059452 0.0 -0.1 -0.1
```
Positions in Å, forces in eV/Å.

## Properties
Energy above the lowest of the compared OMol25 structures with the same formula, charge and spin: 6.235 eV
Total energy: -8367.04690 eV
HOMO energy: -0.3085 Ha
Total charge: 0
Kohn-Sham gap: 9.344 eV
Molar mass: 88.11 g/mol

***

Entry 2:
C4H8O2 | ωB97M-V/def2-TZVPD

XYZ file:
```
14
Properties=species:S:1:pos:R:3:forces:R:3
O -1.132137 2.127623 -0.486582 0.2 0.1 -0.2
C -1.107162 0.788790 -0.038885 -0.1 -0.4 0.2
C 0.257129 0.384919 0.474941 0.0 0.2 0.0
C 0.482954 -1.013252 1.007907 0.0 -0.2 0.1
C 1.087359 -0.608983 -0.297877 0.3 0.1 0.1
O 0.653156 -1.135093 -1.516526 -0.2 -0.1 0.0
H -0.429556 2.224210 -1.141248 -0.1 0.1 0.0
H -1.422581 0.105500 -0.845628 0.0 0.1 0.1
H -1.862336 0.722163 0.749552 0.1 0.0 0.0
H 0.781854 1.194804 0.977918 -0.1 -0.1 0.0
H -0.366262 -1.696015 0.990601 0.1 0.1 -0.1
H 1.129935 -1.140854 1.871614 -0.1 0.0 -0.2
H 2.161518 -0.457859 -0.338748 -0.2 0.0 0.1
H -0.233870 -1.495953 -1.407039 0.1 0.0 0.0
```
Positions in Å, forces in eV/Å.

## Properties
Energy above the lowest of the compared OMol25 structures with the same formula, charge and spin: 2.047 eV
Total energy: -8371.23487 eV
HOMO energy: -0.3554 Ha
Total charge: 0
Kohn-Sham gap: 10.585 eV
Molar mass: 88.11 g/mol
SMILES string: OC[C@H]1C[C@H]1O

***

Entry 3:
C4H8O2 | ωB97M-V/def2-TZVPD

XYZ file:
```
14
Properties=species:S:1:pos:R:3:forces:R:3
C 0.841926 -1.966885 -0.735544 0.0 0.0 0.0
C 0.443098 -0.529912 -1.012702 0.1 -0.1 -0.2
O 0.027807 0.033629 0.241669 -0.1 0.1 0.0
C -0.624715 1.206269 0.167920 -0.1 0.2 -0.1
O -0.727122 1.851004 -0.847937 0.0 -0.2 0.3
C -1.214062 1.586361 1.503337 -0.1 0.0 0.0
H 1.836137 -2.029884 -0.284081 -0.1 0.0 0.0
H 0.124880 -2.417108 -0.042450 0.1 0.0 -0.2
H 0.842453 -2.551887 -1.660415 0.0 0.1 0.1
H 1.265370 0.060618 -1.431135 -0.1 -0.1 0.1
H -0.395498 -0.459698 -1.712889 0.1 -0.1 0.1
H -1.430463 0.697019 2.098417 0.0 0.1 -0.1
H -2.125211 2.161673 1.332075 0.1 0.0 0.0
H -0.508529 2.212449 2.057764 -0.1 -0.1 -0.1
```
Positions in Å, forces in eV/Å.

## Properties
Energy above the lowest of the compared OMol25 structures with the same formula, charge and spin: 0.287 eV
Total energy: -8372.99486 eV
HOMO energy: -0.3816 Ha
Total charge: 0
Kohn-Sham gap: 11.360 eV
Molar mass: 88.11 g/mol
SMILES string: CCOC(C)=O

***

Entry 4:
C4H8O2 | ωB97M-V/def2-TZVPD

XYZ file:
```
14
Properties=species:S:1:pos:R:3:forces:R:3
O 2.072336 0.908386 -0.322647 0.7 -0.4 -0.6
C 0.947418 0.383600 0.232123 1.1 -0.7 2.5
C -0.421344 1.010432 0.060209 0.0 0.3 1.8
C -1.088958 -0.366652 -0.130145 0.3 0.0 0.5
O -1.751012 -0.724130 -1.326380 0.0 0.4 -0.1
C 0.327362 -0.990284 -0.076857 0.2 -0.2 0.1
H 2.766906 0.396989 0.109358 0.5 0.3 -0.4
H 1.162107 0.396657 1.574351 0.5 -0.5 -3.1
H -0.721424 2.001381 -0.290300 0.3 -0.4 -0.1
H -0.087736 0.991205 1.155102 -3.7 1.5 -0.4
H -1.721773 -0.621683 0.730926 0.0 -0.1 -0.2
H -2.620366 -0.302458 -1.329478 0.2 -0.1 0.0
H 0.589654 -1.350579 -1.076254 0.1 0.1 0.1
H 0.546832 -1.732870 0.689994 -0.2 -0.2 -0.2
```
Positions in Å, forces in eV/Å.

## Properties
Energy above the lowest of the compared OMol25 structures with the same formula, charge and spin: 4.579 eV
Total energy: -8368.70316 eV
HOMO energy: -0.3284 Ha
Total charge: 0
Kohn-Sham gap: 9.764 eV
Molar mass: 88.11 g/mol

***

Entry 5:
C4H8O2 | ωB97M-V/def2-TZVPD

XYZ file:
```
14
Properties=species:S:1:pos:R:3:forces:R:3
C -2.132583 0.766161 0.115740 2.0 1.7 -1.1
C -0.130268 -0.458712 -0.509778 -1.0 2.3 0.0
C 0.401722 -1.798890 -0.458934 0.5 -1.7 1.4
C 1.241688 1.241736 0.336014 2.3 -0.7 3.6
O -1.367889 -0.302518 0.006780 1.4 -0.9 -0.5
O 0.715502 0.651324 -0.763323 -2.2 -1.8 -2.4
H -1.638115 1.708669 -0.233270 -1.1 -0.8 0.6
H -3.013336 0.605741 0.674510 -0.7 0.1 0.3
H 0.259758 -2.442873 -1.346936 -0.3 0.4 0.2
H -0.036139 -2.363768 0.473203 1.0 0.9 -1.7
H 1.492231 -1.654956 -0.387604 -0.2 -0.5 0.3
H 0.476857 1.754541 0.916186 0.0 0.5 0.1
H 2.146947 1.934834 0.142040 -1.6 -1.2 -0.1
H 1.583628 0.358710 1.035369 -0.1 1.8 -0.8
```
Positions in Å, forces in eV/Å.

## Properties
Energy above the lowest of the compared OMol25 structures with the same formula, charge and spin: 5.332 eV
Total energy: -8367.94937 eV
HOMO energy (alpha / beta): -0.2685 / -0.2595 Ha
Total charge: 0
Kohn-Sham gap (alpha / beta): 8.295 / 8.012 eV
Molar mass: 88.11 g/mol

***

Entry 6:
C4H8O2 | ωB97M-V/def2-TZVPD

XYZ file:
```
14
Properties=species:S:1:pos:R:3:forces:R:3
C -1.120013 1.183946 0.347885 0.0 -0.2 0.1
C -0.291765 0.143809 0.451123 -0.1 0.0 0.2
C 1.019486 0.152568 1.195378 0.0 0.0 0.1
O 0.987389 -0.229870 -1.987867 0.0 -0.1 -0.3
C -0.720665 -1.189577 -0.094764 -0.4 0.2 -0.1
O -1.552973 -1.353032 -0.964967 0.6 0.0 0.7
H 0.429030 0.533261 -1.803146 0.1 0.1 0.0
H -2.068484 1.074569 -0.171719 0.1 0.0 0.1
H -0.889693 2.140799 0.812597 0.0 -0.1 -0.2
H 1.833149 -0.262430 0.584784 -0.3 0.1 0.1
H 0.930773 -0.461202 2.102149 0.1 0.1 -0.1
H 1.299102 1.167383 1.499613 -0.1 -0.2 -0.1
H 0.365386 -0.852153 -2.384456 0.1 0.0 -0.1
H -0.220728 -2.048071 0.413393 -0.2 0.1 -0.3
```
Positions in Å, forces in eV/Å.

## Properties
Energy above the lowest of the compared OMol25 structures with the same formula, charge and spin: 1.586 eV
Total energy: -8371.69586 eV
HOMO energy: -0.3705 Ha
Total charge: 0
Kohn-Sham gap: 10.342 eV
Molar mass: 88.11 g/mol
SMILES string: C=C(C)C=O.O

***

Entry 7:
C4H8O2 | ωB97M-V/def2-TZVPD

XYZ file:
```
14
Properties=species:S:1:pos:R:3:forces:R:3
C 1.328414 -0.481018 -1.052763 1.0 0.2 0.2
O 0.112295 -0.880206 -1.215282 -0.6 -0.5 -0.6
C -0.767696 -1.138297 -0.273098 -0.1 -0.5 0.4
C -0.604865 -0.551271 1.095043 0.0 -0.1 -0.1
C -1.246992 0.759789 0.672913 -0.1 0.2 -0.2
O -0.689377 1.686903 0.118313 -0.6 -0.4 0.6
H 1.762142 -0.516023 -0.061685 0.0 0.3 -0.2
H 1.779192 2.143080 -0.416920 0.3 0.2 0.0
H 1.910475 -0.357333 -1.953189 -0.2 0.0 0.1
H -1.699724 -1.528184 -0.655194 0.1 0.1 0.1
H 0.426366 -0.500002 1.462950 -0.3 0.1 -0.2
H -1.212910 -1.097269 1.823484 0.0 0.2 -0.2
H -2.354685 0.717696 0.723435 0.1 0.1 0.1
H 1.082120 2.149891 -0.149655 0.4 0.1 -0.1
```
Positions in Å, forces in eV/Å.

## Properties
Energy above the lowest of the compared OMol25 structures with the same formula, charge and spin: 5.875 eV
Total energy: -8367.40680 eV
HOMO energy (alpha / beta): -0.2772 / -0.2796 Ha
Total charge: 0
Kohn-Sham gap (alpha / beta): 8.119 / 7.702 eV
Molar mass: 88.11 g/mol

***

Entry 8:
C4H8O2 | ωB97M-V/def2-TZVPD

XYZ file:
```
14
Properties=species:S:1:pos:R:3:forces:R:3
C -0.398985 1.227986 1.774212 0.0 -0.1 0.3
O -0.370282 1.607215 0.405859 0.1 -0.3 0.0
C -0.191337 0.552994 -0.466391 -0.3 -0.2 -0.3
C 1.291455 -1.198827 -1.173402 0.3 -0.1 0.0
C -1.098848 -0.519609 -0.585412 0.1 0.1 0.1
O -0.724933 -1.588671 -1.120556 0.0 0.1 0.0
H -0.202750 2.129525 2.365070 -0.1 -0.2 -0.1
H -1.380856 0.818597 2.074600 0.3 0.1 -0.2
H 0.381673 0.476763 1.974592 -0.2 0.2 0.0
H 0.227144 0.905113 -1.410586 -0.2 -0.2 0.1
H 1.946326 -0.360631 -1.369778 0.0 0.0 0.1
H 1.439249 -1.693661 -0.220634 -0.1 0.2 -0.1
H 1.220523 -1.887269 -2.008619 -0.1 0.2 0.1
H -2.138379 -0.469525 -0.238956 0.1 0.2 0.0
```
Positions in Å, forces in eV/Å.

## Properties
Energy above the lowest of the compared OMol25 structures with the same formula, charge and spin: 5.836 eV
Total energy: -8367.44531 eV
HOMO energy (alpha / beta): -0.2807 / -0.2807 Ha
Total charge: 0
Kohn-Sham gap (alpha / beta): 7.463 / 7.461 eV
Molar mass: 88.11 g/mol

***

Entry 9:
C4H8O2 | ωB97M-V/def2-TZVPD

XYZ file:
```
14
Properties=species:S:1:pos:R:3:forces:R:3
C -0.938524 0.200424 -0.879367 -0.1 -0.9 -0.8
C -0.205669 0.598025 0.374252 0.4 -1.2 -0.8
O -0.148028 1.896474 0.933417 0.2 -0.6 -0.8
C -0.052492 -0.515887 1.350511 0.3 -0.4 -0.4
C 0.969745 -0.378799 0.227348 1.0 -1.4 -0.7
O 0.965358 -1.523696 -0.936618 1.0 1.2 1.9
H -2.018596 0.089820 -0.760158 0.0 0.1 -0.2
H -0.321352 -0.862876 -1.217015 -3.0 2.8 0.6
H -0.674303 0.915793 -1.669492 -0.3 0.0 0.0
H -0.376960 2.557368 0.265742 0.1 -0.3 0.0
H 0.307471 -0.269528 2.355666 0.0 0.0 -0.5
H -0.789407 -1.315694 1.337681 0.2 0.0 -0.1
H 2.009532 -0.189318 0.381236 0.3 0.2 0.5
H 1.425312 -1.273918 -1.773104 -0.1 0.4 1.2
```
Positions in Å, forces in eV/Å.

## Properties
Energy above the lowest of the compared OMol25 structures with the same formula, charge and spin: 4.200 eV
Total energy: -8369.08165 eV
HOMO energy: -0.3467 Ha
Total charge: 0
Kohn-Sham gap: 10.191 eV
Molar mass: 88.11 g/mol
SMILES string: C[C@@]1(O)C[C@H]1O